No. 1
18
Properties=species:S:1:pos:R:3:forces:R:3 method="wB97M-V/def2-TZVPD" total_charge=+1 total_energy_ev=-13700.364 orbital_gap_ev=8.91 relative_energy_kcal_mol=61.0
C -1.4802 0.9073 -0.2341 0.6 -0.2 0.6
C 0.0223 1.3400 -0.0079 -1.0 -3.4 3.1
C -1.6572 -0.4554 0.4682 -1.9 0.8 -0.9
C 0.8747 0.3186 -0.6137 0.5 0.1 1.4
N -0.7277 -1.4489 -0.0763 1.2 0.7 3.0
Si 2.5405 -0.3288 0.1052 -0.2 -1.2 1.1
H -2.1582 1.6809 0.1626 0.3 -0.4 -0.2
H -1.6358 0.8047 -1.3055 -0.3 0.0 -0.1
H 0.1891 2.2194 -0.5355 0.4 2.0 -0.6
H 0.1371 1.3164 1.1135 0.2 0.9 -1.1
H -1.8391 -0.3653 1.5945 1.3 -0.5 -1.5
H -2.6158 -0.8022 0.0967 -0.7 0.1 0.2
H 0.8293 0.5370 -1.6432 -0.2 -0.9 -1.8
H -0.7635 -2.2436 0.6497 0.9 1.1 -2.3
H -0.8278 -1.6692 -1.0536 -0.6 -0.5 0.1
H 3.4110 -1.1619 -0.8108 -0.7 0.4 0.3
H 2.1936 -1.1522 1.4184 0.4 1.1 -1.4
H 3.1501 1.0056 0.3048 0.0 -0.1 0.2

***

No. 2
17
Properties=species:S:1:pos:R:3:forces:R:3 method="wB97M-V/def2-TZVPD" total_charge=0 total_energy_ev=-6389.568 orbital_gap_ev=11.88 relative_energy_kcal_mol=12.7 smiles=CC(C)C.O
C -1.4848 -0.4298 0.4616 1.1 1.6 0.7
C -0.0073 0.0202 0.6525 0.9 -0.9 1.1
C 0.2735 0.6121 2.0473 -0.7 0.1 -0.1
C 0.9173 -1.2124 0.5224 0.1 -0.3 0.2
H -2.1367 0.0795 1.1707 0.0 0.2 0.1
H -1.7373 0.0119 -0.5050 -0.6 -1.3 -0.3
H -1.5529 -1.4788 0.7422 -0.4 -0.2 -1.0
H 0.3346 0.7187 -0.1021 -0.4 0.4 -0.2
H 1.1139 1.3066 2.0194 0.1 -0.2 0.2
H 0.4497 -0.2035 2.7495 0.3 0.1 0.1
H -0.6001 1.1228 2.4686 0.2 0.3 -0.3
H 0.8695 -1.7758 1.4550 -0.5 -0.4 -0.1
H 0.6158 -1.8548 -0.3055 0.1 0.0 0.0
H 2.0006 -1.0458 0.4742 -0.2 0.6 -0.4
O -0.0435 1.3746 -4.8262 0.9 0.4 -0.4
H 0.8440 1.6912 -5.0801 -0.7 -0.1 -0.2
H 0.1437 1.0633 -3.9448 -0.3 -0.3 0.6

***

No. 3
17
Properties=species:S:1:pos:R:3:forces:R:3 method="wB97M-V/def2-TZVPD" total_charge=0 total_energy_ev=-6389.360 orbital_gap_ev=11.20 relative_energy_kcal_mol=17.6 smiles=CC(C)C.O
C -0.8337 0.4423 -0.7050 0.9 -0.5 -0.7
C -0.0803 -0.8443 -0.2148 -1.4 0.8 0.5
C 0.4026 -1.6087 -1.4190 -0.1 0.1 -1.0
C 0.8364 -0.5083 0.9676 -1.8 0.7 0.7
H -1.7780 0.2267 -1.1964 -0.6 -0.3 0.7
H -0.8970 1.1757 0.1055 -0.3 -0.2 -0.7
H -0.3328 0.8253 -1.6096 0.6 0.4 0.6
H -0.8818 -1.4279 0.2960 0.5 -0.1 -0.6
H 0.8588 -0.9909 -2.2063 0.3 0.3 0.5
H -0.5191 -1.9115 -1.9432 0.4 -0.7 0.2
H 1.1148 -2.4148 -1.2258 -0.5 -0.2 0.1
H 1.2058 -1.3996 1.4815 0.8 0.2 -0.5
H 1.4462 0.3968 0.8591 0.6 -0.8 -0.2
H 0.0758 -0.1495 1.6943 0.5 0.0 -0.1
O -0.3841 2.4619 1.5552 -0.4 0.1 -0.8
H -0.0617 2.4289 2.4469 0.4 0.5 0.5
H -0.1718 3.2978 1.1142 0.1 -0.3 0.7

***

No. 4
17
Properties=species:S:1:pos:R:3:forces:R:3 method="wB97M-V/def2-TZVPD" total_charge=+1 total_energy_ev=-6377.758 orbital_gap_ev="11.40 / 4.50" relative_energy_kcal_mol=39.1 spin_multiplicity=2
C 1.2782 1.1023 -0.6568 -3.2 0.7 1.6
C 2.0780 0.2330 0.2860 -2.0 -2.2 2.1
O 0.8384 2.3766 0.0130 3.8 -1.0 -4.2
H 1.7880 1.5534 -1.3845 2.6 1.3 -2.9
H 0.3424 0.6770 -1.1983 0.9 0.3 1.5
H 1.7120 -0.8302 0.1216 0.0 1.3 0.8
H 0.1860 2.4339 0.6350 -3.6 -0.6 3.6
H 2.0773 0.5242 1.4038 -0.3 -0.5 -1.9
H 3.0687 0.1457 -0.0170 1.9 0.7 -0.7
C -1.5435 -0.3261 0.2854 1.4 0.6 2.7
C -1.8269 -1.7203 -0.0742 -2.7 -1.5 0.3
H -1.6513 0.2379 -0.5688 -0.1 1.8 -1.9
H -2.1063 0.1840 1.1211 0.2 -1.0 -0.9
H -0.4788 -0.3476 0.6261 -0.6 0.5 -0.1
H -1.1414 -2.1147 -0.7855 1.1 -0.3 -0.3
H -2.7884 -1.8160 -0.6738 0.7 0.0 1.3
H -1.8324 -2.3130 0.8668 -0.2 -0.1 -1.0

***

No. 5
17
Properties=species:S:1:pos:R:3:forces:R:3 method="wB97M-V/def2-TZVPD" total_charge=+1 total_energy_ev=-6378.995 orbital_gap_ev="11.74 / 5.04" relative_energy_kcal_mol=10.6 spin_multiplicity=2
C 1.1689 -2.1842 0.7949 0.4 0.6 0.3
O -0.0258 -1.9054 1.3935 -0.2 -0.1 -0.1
H -0.3515 -0.9803 1.1997 0.0 0.2 -0.1
H 1.7523 -2.6704 1.6060 0.1 -0.4 -0.3
H 1.6778 -1.3358 0.3402 -0.2 0.1 0.0
H 0.9849 -2.9898 0.0483 0.0 -0.3 0.1
C -0.3666 0.8019 -0.6449 0.3 0.7 0.0
C 0.7967 1.7910 -0.8373 -0.6 0.1 0.7
C -1.6851 1.5728 -0.7479 0.2 -0.4 0.7
H -0.2326 0.3274 0.3501 -0.2 0.3 0.2
H -0.3027 -0.0168 -1.3561 -0.1 -0.1 -0.3
H 1.7626 1.3015 -0.8799 0.2 0.1 -0.4
H 0.5636 2.4639 -1.6594 0.4 -0.4 -0.5
H -2.5347 1.0313 -0.3391 -0.2 -0.3 -0.4
H 0.8174 2.4959 -0.0039 0.1 -0.2 0.3
H -1.8324 1.8612 -1.7822 -0.3 0.0 -0.1
H -1.6451 2.4679 -0.1320 0.2 0.2 -0.1

***

No. 6
18
Properties=species:S:1:pos:R:3:forces:R:3 method="wB97M-V/def2-TZVPD" total_charge=-1 total_energy_ev=-8434.188 orbital_gap_ev="1.89 / 9.84" relative_energy_kcal_mol=48.8 spin_multiplicity=2
C -2.6859 2.0040 0.1510 0.8 -1.5 -2.8
C -1.1997 1.5688 0.3611 0.8 2.5 -0.6
C -1.1284 0.7699 1.5919 0.6 -2.9 -0.4
C -0.9502 -0.5682 1.5094 -0.6 4.3 1.6
H -3.0525 2.2299 1.1140 -0.9 0.0 1.0
H -2.9008 2.8630 -0.5096 0.7 -0.1 0.3
H -3.1670 1.1538 -0.3788 -0.4 0.4 0.9
H -0.6830 2.5372 0.3444 0.2 0.3 1.3
H -0.4651 1.1816 -0.3709 -1.6 -0.8 -0.6
H -1.3300 1.1280 2.5736 0.0 0.8 0.6
H -0.9820 -1.2476 2.2595 -0.1 -1.3 3.3
H -0.9059 -1.1375 0.7074 0.6 -1.6 -4.7
H 4.5494 -4.8654 -0.2419 0.1 -0.2 0.8
H 4.7174 -5.3580 1.2699 0.7 0.1 -0.1
O 4.1031 -5.1633 0.5693 -0.8 0.1 -0.7
H 1.4025 0.4837 -3.6536 -0.3 -0.3 -0.2
H 2.5976 1.3676 -4.0298 -0.1 -0.1 0.0
O 2.0806 1.0525 -3.2670 0.3 0.3 0.3

***

No. 7
19
Properties=species:S:1:pos:R:3:forces:R:3 method="wB97M-V/def2-TZVPD" total_charge=-1 total_energy_ev=-19271.464 orbital_gap_ev="1.92 / 9.27" relative_energy_kcal_mol=4.4 spin_multiplicity=2
C -1.1470 -0.3114 1.1298 0.0 -0.6 0.4
O -1.9542 -0.8012 0.0706 -0.4 -0.2 0.2
C 0.2829 -0.6861 0.8186 0.2 -0.4 -0.2
C 0.7683 -0.2034 -0.5381 0.4 0.0 -0.2
C 2.0254 -0.9591 -0.9610 -0.2 0.3 0.4
S 2.9844 -0.1606 -2.2836 0.0 -0.2 -0.2
H -1.3880 -0.8304 2.0581 -0.2 -0.1 0.3
H -1.3430 0.7322 1.3271 0.3 0.5 -0.3
H -2.8816 -0.6952 0.3332 0.3 0.2 -0.2
H 0.9773 -0.4028 1.6159 -0.1 0.5 0.0
H 0.3492 -1.7830 0.8487 -0.2 0.0 -0.2
H 0.0003 -0.3344 -1.2945 -0.2 0.0 0.0
H 0.9978 0.8558 -0.5108 -0.1 0.3 0.1
H 1.7579 -1.9700 -1.2615 0.2 -0.1 -0.1
H 2.6868 -1.0252 -0.1009 0.1 -0.2 0.0
H 3.8382 0.4816 -1.4786 0.0 0.1 0.0
H -2.5649 2.9689 -0.6594 0.0 0.0 0.0
H -2.5248 2.7690 0.8538 -0.1 0.0 -0.1
O -2.8652 2.3552 0.0325 0.1 0.0 0.2

***

No. 8
19
Properties=species:S:1:pos:R:3:forces:R:3 method="wB97M-V/def2-TZVPD" total_charge=0 total_energy_ev=-19271.639 orbital_gap_ev=9.67 relative_energy_kcal_mol=24.6 smiles=OCCCCS.O
O 0.9742 -0.5883 1.9364 -0.6 0.9 -1.5
C 0.4278 0.3371 0.9162 1.6 -1.2 0.4
C -0.6461 -0.2906 0.0548 -1.8 1.0 1.4
C -1.2149 0.9171 -0.7384 2.0 0.0 -0.5
C -1.6606 0.6125 -2.1581 -0.9 0.4 -0.3
S -2.6708 1.9925 -2.9609 1.2 -0.7 0.4
H 1.8465 -0.2047 2.0124 0.5 -0.4 0.6
H 0.2424 1.2745 1.4722 -0.8 -0.3 -0.7
H 1.2040 0.5471 0.1578 0.2 0.2 0.5
H -1.4538 -0.6403 0.7301 0.3 -0.2 -0.4
H -0.3279 -1.1432 -0.5381 0.4 0.2 -0.1
H -0.3450 1.5859 -0.8914 -0.4 0.1 0.3
H -1.8803 1.4349 -0.0542 -0.5 0.1 -0.5
H -0.8347 0.4900 -2.8696 0.0 -0.3 0.6
H -2.2840 -0.2868 -2.1531 0.1 0.1 -0.4
H -3.7174 1.4076 -2.4646 -1.4 0.0 0.2
O 3.8254 -2.6253 2.7965 0.7 0.2 -0.7
H 4.1052 -1.7302 2.5728 -0.3 0.3 0.4
H 4.4101 -3.0897 2.1790 -0.3 -0.5 0.3

***

Repeat the seventh record exactly.
19
Properties=species:S:1:pos:R:3:forces:R:3 method="wB97M-V/def2-TZVPD" total_charge=-1 total_energy_ev=-19271.464 orbital_gap_ev="1.92 / 9.27" relative_energy_kcal_mol=4.4 spin_multiplicity=2
C -1.1470 -0.3114 1.1298 0.0 -0.6 0.4
O -1.9542 -0.8012 0.0706 -0.4 -0.2 0.2
C 0.2829 -0.6861 0.8186 0.2 -0.4 -0.2
C 0.7683 -0.2034 -0.5381 0.4 0.0 -0.2
C 2.0254 -0.9591 -0.9610 -0.2 0.3 0.4
S 2.9844 -0.1606 -2.2836 0.0 -0.2 -0.2
H -1.3880 -0.8304 2.0581 -0.2 -0.1 0.3
H -1.3430 0.7322 1.3271 0.3 0.5 -0.3
H -2.8816 -0.6952 0.3332 0.3 0.2 -0.2
H 0.9773 -0.4028 1.6159 -0.1 0.5 0.0
H 0.3492 -1.7830 0.8487 -0.2 0.0 -0.2
H 0.0003 -0.3344 -1.2945 -0.2 0.0 0.0
H 0.9978 0.8558 -0.5108 -0.1 0.3 0.1
H 1.7579 -1.9700 -1.2615 0.2 -0.1 -0.1
H 2.6868 -1.0252 -0.1009 0.1 -0.2 0.0
H 3.8382 0.4816 -1.4786 0.0 0.1 0.0
H -2.5649 2.9689 -0.6594 0.0 0.0 0.0
H -2.5248 2.7690 0.8538 -0.1 0.0 -0.1
O -2.8652 2.3552 0.0325 0.1 0.0 0.2